1.
ORCA calculation (ωB97M-V/def2-TZVPD) on one molecule with the formula C4H8N2O.

Output
frontier orbital gap	10.6	eV
ΔE to the lowest compared entry with this formula, charge and spin	1.519	eV
SMILES	C[C@](O)(C#N)CN
HOMO	-9.929	eV

Last column: Löwdin charge in e.
Positions of all 15 atoms, in Å:
C 0.4566 1.4117 -0.4490  -0.011
C 0.4978 0.0150 0.1635  -0.562
O 0.2974 0.1722 1.5612  -0.013
C 1.8242 -0.6167 -0.0487  -0.150
N 2.8379 -1.1637 -0.1567  0.169
C -0.6180 -0.8869 -0.4464  -0.219
N -1.9265 -0.6155 0.1139  0.015
H 0.9418 2.1257 0.2180  0.095
H -0.5855 1.7148 -0.5855  0.082
H 0.9545 1.4279 -1.4219  0.096
H 0.4502 -0.6812 1.9927  0.115
H -0.3689 -1.9428 -0.2815  0.118
H -0.6412 -0.7311 -1.5314  0.128
H -2.3014 0.2574 -0.2456  0.068
H -1.8188 -0.4868 1.1173  0.069

2.
ORCA calculation (ωB97M-V/def2-TZVPD) on C9H15BCrMnN5O22S as an isolated structure.

Output
frontier orbital gap (alpha / beta)	7.7 / 4.7	eV
spin multiplicity	11
HOMO (alpha / beta)	-15.184 / -15.183	eV
total charge	+2

Last column: Löwdin charge in e.
Positions of all 55 atoms, in Å:
Mn 5.9646 -25.3368 6.6348  1.139
Cr 3.5640 -29.7322 8.1831  1.242
O -2.6788 -26.9042 14.0270  0.295
C -2.0892 -27.1330 12.9012  -0.145
O -1.2947 -28.1253 12.5181  0.326
B -1.0210 -27.9336 11.1055  -0.758
O -1.6192 -26.5720 10.7298  0.277
C -2.3210 -26.1350 11.7139  -0.252
O -3.1796 -25.2156 11.6554  0.290
O -1.6797 -28.9843 10.2590  0.257
C -0.7113 -29.6788 9.6924  -0.320
O -0.8247 -30.6785 8.9155  0.146
C 0.6348 -29.0314 9.9523  -0.297
O 0.4459 -28.0099 10.8009  0.239
O 1.7338 -29.4475 9.5549  0.041
S 4.7337 -27.4878 7.3408  0.341
O 4.3296 -26.5776 6.2560  -0.315
O 5.9521 -26.9101 7.8735  -0.343
O 3.6879 -27.7053 8.3484  -0.347
O 4.8899 -28.8955 6.8982  -0.361
C 8.5121 -25.0896 10.3582  0.091
N 8.4803 -25.1204 8.8379  -0.318
O 9.5955 -25.2407 8.2371  0.115
O 7.4105 -24.7640 8.3161  -0.051
H 8.0409 -24.1539 10.6590  0.113
H 9.5544 -25.1264 10.6750  0.111
H 7.9951 -25.9590 10.7645  0.109
C 8.7999 -28.3876 6.5938  0.089
N 8.1658 -27.7209 5.3944  -0.323
O 7.6287 -26.6594 5.6872  -0.035
O 7.9801 -28.4122 4.3596  0.109
H 9.8725 -28.3942 6.4000  0.120
H 8.4476 -29.4174 6.6537  0.110
H 8.4444 -27.7969 7.4380  0.077
C 4.2425 -23.0811 3.6672  0.088
N 5.1398 -24.2600 3.4065  -0.375
O 5.2740 -25.1020 4.2682  -0.028
O 5.8871 -24.2663 2.3792  0.115
H 4.8682 -22.2135 3.8770  0.116
H 3.6332 -23.3864 4.5179  0.097
H 3.7694 -23.0630 2.6853  0.119
C 1.2356 -25.2808 8.4511  0.068
N -0.0564 -25.8891 7.9422  -0.399
O -0.0988 -27.0907 7.6646  0.061
O -0.9922 -25.1052 7.6897  0.079
H 0.9678 -24.3240 8.8994  0.105
H 1.8433 -25.2339 7.5475  0.093
H 1.5907 -26.0358 9.1524  0.080
C 5.9462 -30.7094 4.2028  0.043
N 5.1723 -31.9088 4.7151  -0.436
O 4.3869 -32.4361 3.9823  0.108
O 5.4359 -32.3813 5.8127  0.032
H 7.0314 -30.7532 4.2962  0.091
H 5.5628 -29.7539 4.5607  0.070
H 5.7144 -30.6967 3.1378  0.103

3.
ORCA calculation (ωB97M-V/def2-TZVPD) on C34H53N2O2P2Sr as an isolated structure.

Output
frontier orbital gap	5.1	eV
HOMO	-7.892	eV
total charge	+1

Last column: Löwdin charge in e.
Positions of all 94 atoms, in Å:
C -1.1975 -1.4515 -1.8018  -0.378
C 0.8553 -2.3929 -1.1560  -0.378
C -1.3234 -2.3583 -2.8569  -0.088
C 0.6444 -3.4653 -2.0633  -0.048
C -0.4133 -3.4174 -2.9513  -0.073
H -2.1490 -2.2373 -3.5565  0.102
H 1.3786 -4.2703 -2.0708  0.111
H -0.5417 -4.1830 -3.7141  0.108
N -0.1280 -1.4329 -0.9848  0.003
P -2.7834 -0.1344 0.1858  1.037
P 2.7971 -0.8830 0.2779  0.968
C -2.3003 -0.3857 -1.5812  -0.276
H -1.9331 0.5753 -1.9806  0.062
H -3.2010 -0.6457 -2.1579  0.078
C 2.0945 -2.3220 -0.4363  -0.321
H 2.6272 -3.2714 -0.3370  0.049
C 3.8452 0.0025 -1.0574  -0.688
C 3.7622 -1.5325 1.7852  -0.697
C -3.6502 1.5913 0.2497  -0.688
C -3.9335 -1.6114 0.4867  -0.687
C 3.9617 1.4829 -0.6441  -0.111
H 4.4161 1.6024 0.3490  0.065
H 4.5979 2.0029 -1.3743  0.087
H 2.9799 1.9731 -0.6357  0.037
C 5.2359 -0.6220 -1.1938  -0.104
H 5.8538 -0.4800 -0.2967  0.069
H 5.1868 -1.6899 -1.4441  0.086
H 5.7574 -0.1145 -2.0201  0.086
C 3.1014 -0.1013 -2.3985  -0.101
H 3.6469 0.4770 -3.1601  0.090
H 3.0351 -1.1414 -2.7425  0.084
H 2.0883 0.3145 -2.3318  0.040
C 4.4581 -0.3525 2.4897  -0.100
H 3.7267 0.4016 2.8154  0.072
H 4.9679 -0.7314 3.3879  0.086
H 5.2116 0.1451 1.8641  0.067
C 2.7414 -2.1494 2.7600  -0.116
H 2.0153 -1.4111 3.1311  0.038
H 2.1903 -2.9776 2.2993  0.073
H 3.2881 -2.5467 3.6298  0.094
C 4.7615 -2.6164 1.3767  -0.095
H 5.5232 -2.2681 0.6723  0.057
H 5.2852 -2.9552 2.2831  0.089
H 4.2580 -3.4863 0.9424  0.074
C -4.3760 -1.5262 1.9611  -0.094
H -5.0266 -2.3843 2.1858  0.094
H -3.5192 -1.5683 2.6486  0.058
H -4.9443 -0.6096 2.1730  0.066
C -3.1643 -2.9267 0.2497  -0.081
H -3.0096 -3.1109 -0.8220  0.082
H -2.1922 -2.9508 0.7531  0.036
H -3.7747 -3.7530 0.6472  0.101
C -5.1463 -1.6637 -0.4460  -0.090
H -5.7110 -2.5770 -0.2014  0.097
H -5.8282 -0.8187 -0.3293  0.055
H -4.8505 -1.7340 -1.5000  0.080
C -2.8681 2.6091 -0.6020  -0.110
H -2.9020 2.3714 -1.6737  0.081
H -3.3411 3.5960 -0.4732  0.096
H -1.8165 2.7094 -0.3005  0.046
C -3.6416 2.0765 1.7147  -0.106
H -2.6207 2.2342 2.0981  0.061
H -4.1587 3.0474 1.7629  0.095
H -4.1563 1.3881 2.3986  0.067
C -5.0887 1.5495 -0.2732  -0.100
H -5.1538 1.1160 -1.2806  0.088
H -5.7750 1.0234 0.4038  0.076
H -5.4542 2.5869 -0.3460  0.091
Sr 0.0929 0.3451 1.0367  1.126
C -0.8364 -1.9467 2.3633  -0.015
O -0.7851 -2.7925 3.1467  0.099
N 0.4878 1.9603 -0.8599  0.079
C 0.5521 2.3965 -1.9542  -0.130
C 0.6187 3.0863 -3.1826  -0.217
C 0.3758 4.4732 -3.1800  -0.016
C 0.9433 2.4190 -4.3828  -0.008
C 0.5301 5.2037 -4.3577  -0.055
H 0.0729 4.9607 -2.2493  0.125
C 1.1054 3.1639 -5.5520  -0.052
H 1.0598 1.3321 -4.3805  0.122
C 0.9047 4.5494 -5.5401  -0.049
H 0.3606 6.2817 -4.3439  0.115
H 1.3905 2.6552 -6.4763  0.118
H 1.0316 5.1254 -6.4587  0.117
C -1.0706 1.6661 4.9711  0.003
C -0.0156 0.6861 4.5853  -0.422
C 0.5490 -0.1946 5.6471  0.009
O 0.3754 0.5738 3.3930  -0.209
H -0.9919 1.8809 6.0426  0.092
H -2.0707 1.2373 4.7953  0.110
H -0.9742 2.5990 4.3991  0.100
H 0.2416 -1.2369 5.4772  0.102
H 1.6492 -0.1494 5.6396  0.112
H 0.1840 0.1097 6.6335  0.090